Molecular formula: C16H14FN3O5
Method: DFT, ωB97M-V/def2-TZVPD

```
39
Properties=species:S:1:pos:R:3:forces:R:3
C 5.2352 3.2683 -0.0340 0.1 0.3 -0.2
H 5.2828 3.2040 -1.1225 0.0 0.0 0.1
H 4.9829 4.2919 0.2484 0.1 -0.1 0.0
H 6.1820 2.9706 0.4087 0.0 0.0 0.0
O 4.2635 2.3617 0.4727 -0.3 -0.3 0.2
C 2.9984 2.5913 0.0579 0.0 -0.1 0.1
O 2.6575 3.4715 -0.6744 0.0 0.2 -0.2
N 2.1792 1.6406 0.6244 0.7 -0.7 0.7
N 0.8693 1.6214 0.3881 -0.7 0.3 -0.4
C 0.1445 0.7223 0.9206 1.0 -0.1 0.3
C -1.2777 0.6672 0.6580 -0.8 -0.4 0.0
C -1.9047 1.6392 -0.1176 -0.2 0.0 0.0
C -3.2593 1.5401 -0.3848 0.6 -0.9 0.7
C -4.0179 0.4824 0.1107 0.0 0.2 -0.2
C -3.4051 -0.4835 0.8790 0.2 0.0 0.1
C -2.0429 -0.4028 1.1642 0.1 0.5 -0.3
O -1.4310 -1.3251 1.9644 -0.2 0.3 0.3
C -1.4232 -2.6704 1.4862 0.2 -0.3 -0.3
C -0.4525 -2.7743 0.3374 -0.2 0.0 0.2
C 0.8891 -3.0458 0.5772 -0.1 0.0 -0.1
C 1.8075 -3.0339 -0.4563 0.1 0.0 -0.2
C 1.3660 -2.7359 -1.7331 -0.1 0.0 0.1
C 0.0379 -2.4573 -2.0005 0.2 0.0 -0.1
C -0.8676 -2.4771 -0.9556 0.1 -0.1 0.1
H -1.9073 -2.2579 -1.1504 -0.1 0.0 0.0
H -0.2709 -2.2275 -3.0074 0.0 0.0 -0.1
F 2.2562 -2.7172 -2.7427 -0.1 0.0 0.1
H 2.8509 -3.2475 -0.2859 0.1 0.0 0.0
H 1.2170 -3.2682 1.5818 0.0 0.0 0.1
H -1.0976 -3.2701 2.3382 -0.1 0.0 -0.1
H -2.4266 -2.9856 1.1804 0.1 0.1 0.1
H -3.9849 -1.3004 1.2816 0.0 -0.1 0.1
H -5.0736 0.4398 -0.1089 0.0 0.0 0.0
N -3.9051 2.5468 -1.1912 -0.2 0.3 -0.2
O -3.2472 3.5018 -1.5372 0.2 0.3 -0.1
O -5.0725 2.3716 -1.4731 -0.3 0.0 -0.1
H -1.3218 2.4562 -0.5142 0.0 0.1 0.0
H 0.5571 -0.0505 1.5762 0.0 0.1 -0.1
H 2.6124 0.9423 1.2336 -0.2 0.3 -0.2
```
Forces are in eV/Å.

The gap between HOMO and LUMO comes out at 0.3084 hartree. As for the structure (SMILES): COC(=O)N/N=C/c1cc([N+](=O)[O-])ccc1OCc1ccc(F)cc1. Its net charge is 0.



Molecular formula: C16H14IrO2S6
Method: DFT, ωB97M-V/def2-TZVPD

```
39
Properties=species:S:1:pos:R:3:forces:R:3
Ir 0.4478 -1.4958 0.6372 0.2 0.0 -0.1
S 4.3059 -7.3092 -0.9864 0.0 0.0 0.0
C 3.4318 -6.0122 -0.5881 -0.1 0.1 0.0
S 4.1230 -4.4747 -0.1358 0.0 0.0 0.0
C 2.6582 -3.6262 0.1242 0.1 0.1 0.0
C 1.4773 -4.3595 -0.0879 -0.2 0.0 0.0
S -0.1161 -3.7385 0.0792 0.1 -0.1 0.0
S 1.6831 -5.9858 -0.5757 0.1 0.0 0.0
S 2.7237 -1.9769 0.5986 -0.2 -0.1 0.0
O -1.4905 -0.5221 -0.0307 0.0 0.1 0.0
S -1.3727 0.3981 -1.2572 0.0 0.0 0.0
C -2.1906 1.9096 -0.7902 0.0 0.0 0.0
C -2.3966 2.8522 -1.7879 0.0 0.0 0.0
C -3.0209 4.0441 -1.4605 0.0 0.0 0.0
C -3.4422 4.2730 -0.1567 0.0 0.0 0.0
C -3.2440 3.3127 0.8242 0.0 0.0 0.0
C -2.6136 2.1163 0.5112 0.0 0.0 0.0
C 0.3276 0.9295 -1.2114 -0.1 -0.1 0.1
C 1.1250 0.6810 -2.3165 0.0 0.0 0.0
C 2.4808 0.9772 -2.2416 0.0 0.0 0.0
C 3.0139 1.4972 -1.0721 0.0 0.0 0.0
C 2.2027 1.7392 0.0332 0.0 0.0 0.0
C 0.8484 1.4560 -0.0280 0.0 0.0 -0.1
H -2.0754 2.6602 -2.8050 0.0 0.0 0.0
H -3.1869 4.7904 -2.2251 0.0 0.0 0.0
H -3.9360 5.2025 0.0924 0.0 0.0 0.0
H -3.5839 3.4897 1.8355 0.0 0.0 0.0
H -2.4622 1.3547 1.2628 0.0 0.0 0.0
H 0.6992 0.2525 -3.2150 0.0 0.0 0.0
H 3.1185 0.7915 -3.0949 0.0 0.0 0.0
H 4.0709 1.7210 -1.0179 0.0 0.0 0.0
H 2.6270 2.1560 0.9367 0.0 0.0 0.0
H 0.1975 1.6698 0.8121 0.0 0.0 0.0
C -0.9612 -2.0384 3.5064 0.0 0.0 0.0
O -0.8399 -1.0612 2.4519 0.0 0.0 0.0
H -1.2681 -3.0027 3.1029 0.0 0.0 0.0
H -1.6780 -1.6896 4.2469 0.0 0.0 0.0
H 0.0199 -2.1262 3.9626 0.0 0.0 0.0
H -1.7035 -0.8553 2.0663 0.0 0.0 0.0
```
Forces are in eV/Å.

The gap between HOMO and LUMO (alpha / beta) comes out at 0.2733 / 0.2210 hartree. The spin multiplicity is 5. The value obtained for the relative energy (zero: lowest compared OMol25 entry of this formula, charge and spin) is 0.016 eV. Its net charge is +1.



Molecular formula: C16H14N3O4V
Method: DFT, ωB97M-V/def2-TZVPD

```
38
Properties=species:S:1:pos:R:3:forces:R:3
V -0.4612 0.0351 0.2810 -0.3 -0.3 -0.2
O -1.0503 -0.4569 -1.4473 0.1 0.1 -0.1
C -1.3534 -1.5910 -2.0312 0.1 -0.1 0.0
C -2.2330 -1.5848 -3.1274 0.0 0.0 0.0
C -2.5578 -2.7558 -3.7729 0.0 0.0 0.0
C -2.0183 -3.9844 -3.3721 0.0 0.0 0.0
C -1.1465 -4.0078 -2.3095 0.0 0.0 0.0
C -0.8122 -2.8327 -1.6212 0.1 0.0 0.1
C 0.1432 -2.8996 -0.5377 -0.1 0.1 -0.1
N 0.3966 -1.9251 0.2493 0.0 -0.1 -0.1
C 1.4708 -2.0216 1.2237 0.0 0.0 0.0
C 2.3605 -0.8057 0.9875 0.0 0.0 0.0
N 1.4962 0.3739 0.8975 0.0 0.1 0.0
C 1.9380 1.4914 1.3641 0.0 0.0 0.0
C 1.2563 2.7487 1.3797 0.1 0.0 0.0
C 1.9291 3.8494 1.9493 0.0 0.0 0.0
C 1.3521 5.0899 1.9978 0.0 0.0 0.0
C 0.0630 5.2532 1.4642 0.0 0.0 0.0
C -0.6193 4.2034 0.9056 0.0 -0.1 0.0
C -0.0463 2.9136 0.8489 -0.1 -0.1 -0.1
O -0.7239 1.9334 0.3200 0.0 0.2 0.2
H -2.6468 -0.6345 -3.4359 0.0 0.0 0.0
H -3.2449 -2.7238 -4.6095 0.0 0.0 0.0
H -2.2800 -4.8949 -3.8924 0.0 0.0 0.0
H -0.7062 -4.9437 -1.9837 0.0 0.0 0.0
H 0.6867 -3.8404 -0.4130 0.0 0.0 0.0
H 2.0363 -2.9516 1.1177 0.0 0.0 0.0
H 1.0367 -1.9772 2.2247 0.0 0.0 0.0
H 2.8828 -0.9232 0.0338 0.0 0.0 0.0
H 3.1044 -0.6942 1.7800 0.0 0.0 0.0
H 2.9402 1.5001 1.8005 0.0 0.0 0.0
H 2.9239 3.6955 2.3524 0.0 0.0 0.0
H 1.8743 5.9275 2.4378 0.0 0.0 0.0
H -0.4045 6.2297 1.4965 0.0 0.0 0.0
H -1.6134 4.3256 0.4974 0.0 0.0 0.0
O -2.6170 -0.1685 0.8259 0.3 0.0 0.0
N -2.3165 -0.4210 1.9894 0.1 -0.2 0.3
O -1.0396 -0.5323 2.1292 -0.3 0.2 0.0
```
Forces are in eV/Å.

The gap between HOMO and LUMO (alpha / beta) comes out at 0.2877 / 0.2952 hartree. The spin multiplicity is 3. The value obtained for the relative energy (zero: lowest compared OMol25 entry of this formula, charge and spin) is 0.000 eV. Its net charge is 0.



Molecular formula: C16H14Na
Method: DFT, ωB97M-V/def2-TZVPD

```
31
Properties=species:S:1:pos:R:3:forces:R:3
C -0.4813 1.4774 1.0898 -3.1 1.7 -0.4
C 0.4750 0.8755 1.8828 3.0 -1.8 1.3
C 1.6060 0.1946 1.4939 -1.9 1.1 4.8
C 2.0615 -0.0571 0.2189 1.4 -0.8 -5.2
C 1.4988 0.3159 -0.9825 3.5 -2.2 1.7
C 0.3447 1.0308 -1.2042 -2.4 2.1 -2.7
C -0.5365 1.5451 -0.2821 -0.5 0.3 0.3
H -1.3137 1.9624 1.6321 0.4 -0.3 -0.3
H 0.3104 0.9517 2.9715 0.2 -0.1 -0.5
H 2.2289 -0.2057 2.3125 -0.4 0.2 -0.3
H 3.0001 -0.6344 0.1512 -0.5 0.3 -0.1
H 2.0481 -0.0040 -1.8862 -0.2 0.1 0.5
H 0.0874 1.2073 -2.2657 0.0 -0.2 0.6
H -1.4100 2.0852 -0.6983 0.5 -0.3 0.2
C 1.3027 6.7280 -0.4536 -0.2 1.8 0.4
Na 0.4369 5.0927 -1.9644 0.1 -0.9 -0.2
C 1.5842 5.5816 0.3278 -0.7 -0.4 0.9
C 0.3741 5.0085 0.7538 0.9 -1.7 1.1
C -0.6986 5.7706 0.2438 -1.0 0.0 -0.7
C -0.1598 6.8514 -0.5351 0.9 -0.4 0.2
C -1.0034 7.5690 -1.4090 0.1 0.8 0.1
C -2.3647 7.3293 -1.4074 -0.3 0.7 -0.6
C -2.9250 6.3296 -0.6031 0.2 -0.6 0.7
C -2.0992 5.5435 0.1967 -0.6 -0.4 0.3
H 1.8393 7.6675 -0.2209 0.3 -0.6 -1.1
H 2.5763 5.1843 0.6160 -0.7 0.5 -0.2
H 0.3072 4.0812 1.3991 -0.1 1.2 -1.1
H -0.5816 8.3537 -2.0646 -0.2 -0.5 0.4
H -3.0428 7.9332 -2.0365 0.5 -0.3 0.3
H -4.0095 6.1721 -0.6111 0.5 0.0 0.0
H -2.5421 4.7220 0.7952 0.3 0.5 -0.4
```
Forces are in eV/Å.

The gap between HOMO and LUMO comes out at 0.0988 hartree. Its net charge is -1.



Molecular formula: C16H15BCl2F3N4ReS2
Method: DFT, ωB97M-V/def2-TZVPD

```
44
Properties=species:S:1:pos:R:3:forces:R:3
Re 0.4543 -0.6712 -0.3313 0.4 0.3 0.4
C 1.9372 2.1680 2.6195 0.1 0.1 0.0
C 1.3469 1.5294 1.4085 -0.1 0.1 -0.2
N 1.1762 0.2180 1.3251 0.0 -0.1 0.2
N 1.7367 -0.5046 2.3911 0.0 0.0 -0.4
C 2.4592 -1.4723 1.9557 0.0 0.0 0.4
N 3.1365 -2.2731 2.8240 0.0 0.2 0.1
S 2.6569 -1.8253 0.2279 0.3 -0.1 -0.3
C 1.0089 2.2042 0.2036 0.0 0.1 0.2
C 0.9993 3.6106 0.0258 0.0 -0.2 0.2
C 0.6517 4.1459 -1.1751 0.0 -0.1 -0.2
C 0.3004 3.2717 -2.2249 0.0 0.1 0.0
C 0.3255 1.9299 -2.0076 0.0 -0.2 0.1
N 0.6937 1.3647 -0.8233 -0.1 0.0 -0.2
H 2.9193 1.7499 2.8401 0.0 0.0 0.0
H 2.0513 3.2393 2.4800 0.0 0.0 0.0
H 1.3175 1.9940 3.4990 0.0 0.0 0.0
H 2.8300 -2.1902 3.7818 0.0 0.0 0.0
H 3.3188 -3.2113 2.5094 0.0 0.0 0.0
H 1.2527 4.2492 0.8585 0.0 0.0 0.0
H 0.6325 5.2164 -1.3187 0.0 0.0 0.0
H 0.0022 3.6428 -3.1942 0.0 0.0 0.0
H 0.0329 1.2334 -2.7803 0.0 0.1 0.0
S -1.3258 -3.1082 1.1721 -0.1 -0.1 0.0
C -0.0386 -2.5109 0.4542 0.2 0.1 -0.2
F 1.6914 -4.2474 1.2631 0.0 -0.1 0.2
B 1.3701 -3.3787 0.2562 -0.2 0.1 0.0
F 1.4521 -3.9633 -0.9888 0.1 -0.1 0.0
Cl 0.2432 -1.3272 -2.7065 0.0 -0.3 -0.2
C -0.1315 -3.1029 -2.9512 0.0 0.3 0.1
Cl -1.3248 -3.2811 -4.2106 -0.1 -0.1 -0.1
H -0.5102 -3.4358 -1.9927 0.0 -0.1 -0.2
H 0.8034 -3.5765 -3.2215 -0.1 0.0 0.0
F -5.6201 0.7754 -0.0550 0.0 0.0 0.0
C -4.3050 0.4664 -0.1344 -0.1 0.0 0.0
C -3.4014 1.1962 0.6075 -0.1 0.0 -0.1
C -2.0557 0.8724 0.5071 0.1 0.0 0.0
C -1.5812 -0.1724 -0.2961 -0.5 0.1 -0.1
C -2.5606 -0.8793 -1.0127 0.1 0.0 0.0
C -3.9106 -0.5703 -0.9558 0.0 0.1 0.1
H -3.7543 1.9977 1.2419 0.0 0.0 0.0
H -1.3588 1.4569 1.0973 0.0 0.0 0.0
H -2.2739 -1.7102 -1.6458 0.0 0.0 0.0
H -4.6485 -1.1202 -1.5230 0.0 0.0 0.0
```
Forces are in eV/Å.

The gap between HOMO and LUMO (alpha / beta) comes out at 0.2584 / 0.1931 hartree. The spin multiplicity is 3. Its net charge is 0.



Molecular formula: C16H15BrPd
Method: DFT, ωB97M-V/def2-TZVPD

```
33
Properties=species:S:1:pos:R:3:forces:R:3
C 1.3106 1.6056 -1.4484 -0.4 2.1 -0.1
C -0.1187 1.6595 -1.2971 0.9 0.9 -0.2
C -0.3934 2.0283 0.0716 0.7 1.5 -0.6
H -0.8372 1.3667 -2.0634 0.2 0.2 0.4
C 0.8352 2.2307 0.7646 -0.6 0.9 -0.6
C 1.8897 1.9636 -0.1614 -0.5 1.1 -0.8
H 2.9340 2.0454 0.0738 0.1 0.0 0.0
H 1.8443 1.3247 -2.3491 -0.1 0.1 0.2
H -1.3671 2.2677 0.4459 -0.2 -0.3 0.2
H 0.9416 2.3812 1.8325 0.0 0.2 -0.2
Pd 0.8615 0.0525 -0.0478 -2.9 -1.9 3.3
Br 0.0051 -1.9515 -1.8300 -2.0 -1.2 -2.0
C 2.0088 -2.0042 0.4532 -0.1 -0.4 -0.7
C 2.6918 -0.8059 0.7251 1.6 -0.3 -1.0
C 3.2606 -0.3571 -0.5762 1.3 -0.5 1.5
H 3.0549 -0.4482 1.6941 -0.4 -0.1 -0.4
C 2.7808 -1.1186 -1.5802 1.1 -2.3 -0.9
C 1.9828 -2.2306 -1.0101 2.3 0.4 1.1
H 2.1034 -3.2340 -1.3886 -0.1 -0.1 -0.2
H 1.6490 -2.7277 1.1901 -0.1 0.4 -0.3
H 4.0432 0.3939 -0.6484 -0.5 0.2 -0.2
H 3.0154 -1.0499 -2.6532 -0.2 0.1 0.6
C -4.2703 -0.3665 1.1814 -0.3 -0.3 -0.1
C -3.8725 -0.6397 -0.1327 1.0 0.3 -0.3
C -2.5003 -0.5335 -0.4674 -1.8 -0.1 0.4
C -1.5696 -0.2082 0.4943 2.1 -0.8 0.1
C -1.9503 0.0357 1.7972 -2.1 -0.3 0.7
C -3.3216 -0.0531 2.1648 0.4 0.3 -0.4
H -5.3351 -0.4325 1.4162 0.2 0.0 0.2
H -4.5841 -0.9288 -0.9229 0.1 0.2 0.5
H -2.1874 -0.7392 -1.4861 -0.1 0.0 0.0
H -1.2343 0.2948 2.5740 0.1 0.0 -0.1
H -3.6709 0.1789 3.1845 0.2 -0.2 -0.3
```
Forces are in eV/Å.

The gap between HOMO and LUMO (alpha / beta) comes out at 0.1383 / 0.1607 hartree. The spin multiplicity is 3. Its net charge is -2.